The following is a DFT calculation (ωB97M-V/def2-TZVPD) of a structure of composition C50H68Cl2F4Mg2N4O13 at a distorted geometry.

Last column: Mulliken charge in e.
Geometry (Å):
C  -6.0007  -0.1555  6.3987  -0.908
C  -4.8911  1.0091  6.1056  -0.398
C  -4.6286  1.0808  4.4967  -0.303
C  -3.5795  -0.0940  4.1474  -0.115
C  -3.5848  -0.5521  2.6011  -0.164
C  -2.6305  -1.8559  2.3487  -0.512
C  -1.0965  -1.3270  2.2635  -0.180
C  -0.0343  -2.5219  1.9316  0.023
C  0.2494  -2.5671  0.3496  -0.739
C  1.7996  -2.5812  -0.0757  0.318
C  2.6601  -3.7275  0.6847  -0.122
N  3.3019  -4.7201  0.9506  -0.565
C  2.6010  -1.1964  0.1762  1.542
C  3.2098  -1.2946  1.6841  -0.559
N  3.5970  -1.3074  2.8372  -0.567
C  1.7070  0.1338  0.0640  -0.511
C  1.0337  0.3833  -1.3705  -0.131
O  0.7586  1.8382  -1.5686  -0.233
C  1.8874  2.4586  -2.1710  0.402
O  2.7938  2.9415  -1.3788  -0.550
C  2.1334  2.6331  -3.7413  -0.135
C  1.1719  1.7288  -4.6734  -0.430
C  3.7927  -1.1424  -0.9207  -0.282
C  5.2556  -0.7454  -0.0893  -0.234
C  5.3578  0.8655  0.3840  -0.254
O  6.1833  0.2122  -0.8169  -0.420
H  -6.0005  -0.8275  5.4661  0.238
H  -5.6478  -0.7464  7.3203  0.240
H  -7.0302  0.2744  6.6572  0.318
H  -3.8934  0.7323  6.6275  0.229
H  -5.2902  2.0004  6.5230  0.313
H  -5.6330  0.9989  3.9514  0.373
H  -4.1504  2.1121  4.2968  -0.143
H  -3.8694  -1.0059  4.7772  0.107
H  -2.5282  0.2741  4.4409  0.106
H  -4.6692  -0.7412  2.2394  0.397
H  -3.2224  0.3693  1.9870  -0.279
H  -2.8172  -2.5919  3.2027  0.401
H  -2.9031  -2.2516  1.3055  0.252
H  -1.1057  -0.4997  1.4501  -0.118
H  -0.8788  -0.8204  3.2825  0.073
H  -0.5962  -3.4990  2.2106  0.499
H  0.8974  -2.4960  2.5940  -0.254
H  -0.3526  -1.7240  -0.1383  -0.062
H  -0.2056  -3.5542  -0.0611  0.472
H  1.8207  -2.7582  -1.2238  0.533
H  0.8799  0.0645  0.8524  -0.082
H  2.3601  1.0533  0.3402  0.342
H  1.6673  0.0598  -2.2681  0.135
H  0.0025  -0.1254  -1.5005  0.103
H  3.2477  2.4161  -3.9834  0.372
H  1.9410  3.7444  -4.0283  0.391
H  0.5553  2.4533  -5.3678  0.094
H  1.7736  1.0317  -5.3811  -0.095
H  0.4334  1.1682  -3.9992  0.333
H  3.6997  -0.2955  -1.6823  -0.189
H  3.9608  -2.1812  -1.3706  0.578
H  5.7177  -1.5755  0.6534  0.449
H  4.5484  1.5927  0.0477  -0.036
H  5.8931  0.8352  1.3888  0.344
Mg  3.1191  4.7872  -0.8374  0.570
C  2.0844  -2.0811  -5.4700  -0.002
Cl  0.4793  -1.3876  -5.1797  -0.132
Cl  3.2273  -0.8468  -6.0173  -0.154
H  2.4528  -2.5188  -4.5429  0.181
H  2.0016  -2.8529  -6.2357  0.299
C  -3.1071  -4.1877  -8.8317  -0.512
C  -3.7987  -5.2348  -9.4390  -0.493
C  -3.3820  -6.5483  -9.2481  -0.629
C  -2.2644  -6.8181  -8.4586  0.465
C  -1.5572  -5.7681  -7.8705  0.399
C  -1.9888  -4.4520  -8.0498  -0.604
C  -0.3406  -6.0366  -7.0712  0.426
O  0.2759  -5.1195  -6.5536  -0.713
C  0.1206  -7.4325  -6.9156  0.386
C  1.3002  -7.6980  -6.2111  -0.636
C  1.7330  -9.0074  -6.0494  -0.531
C  0.9871  -10.0613  -6.5814  -0.449
C  -0.1847  -9.8012  -7.2883  -0.600
C  -0.6146  -8.4876  -7.4648  0.434
C  -1.8408  -8.2193  -8.2470  0.551
O  -2.4890  -9.1381  -8.7149  -0.666
H  -3.4385  -3.1636  -8.9737  0.385
H  -4.6645  -5.0267  -10.0597  0.390
H  -3.9280  -7.3598  -9.7194  0.481
H  -1.4513  -3.6318  -7.5840  0.452
H  1.8832  -6.8838  -5.7922  0.418
H  2.6510  -9.2111  -5.5071  0.402
H  1.3223  -11.0851  -6.4484  0.410
H  -0.7571  -10.6250  -7.7033  0.489
C  7.3566  4.1605  -2.2349  -0.207
O  6.9126  5.2028  -2.9194  -0.374
H  6.5991  3.4982  -1.7750  -0.105
H  7.9750  3.4201  -2.7818  0.305
H  8.0085  4.3664  -1.3651  0.309
C  -0.4373  11.7372  -0.7438  -0.619
O  0.3590  10.6281  -0.3211  -0.325
C  -0.3086  9.4685  -0.2427  0.683
O  -1.4781  9.3016  -0.4918  -0.530
O  0.5557  8.5150  0.1643  -0.292
C  -0.0245  7.2243  0.2914  -0.484
H  0.2050  12.6181  -0.7705  0.233
H  -0.8325  11.5674  -1.7478  0.295
H  -1.2477  11.9221  -0.0351  0.298
H  -0.4052  6.8756  -0.6742  0.331
H  -0.8194  7.2307  1.0414  0.296
H  0.7557  6.5351  0.6232  0.111
F  -1.8892  -6.6221  -5.2076  -0.514
C  2.6729  -3.3804  6.7015  -1.328
C  1.6567  -3.4697  5.5771  -0.004
O  0.3789  -3.9316  5.9946  -0.376
C  -0.5337  -3.0032  6.6113  0.287
O  -0.6687  -1.9236  5.8767  -0.540
C  -0.2029  -2.6888  8.1214  0.740
F  0.2404  -3.7964  8.7543  -0.232
F  -1.3094  -2.3037  8.7927  -0.242
F  0.7233  -1.7363  8.3156  -0.224
H  2.5789  -4.2242  7.3885  0.300
H  3.6873  -3.3645  6.2943  0.451
H  2.5485  -2.4630  7.2753  0.267
H  2.0177  -4.2264  4.8728  0.345
H  1.6006  -2.5357  5.0089  0.199
H  -1.4273  -3.6442  6.7178  0.225
N  -1.4712  3.7231  0.0191  -0.137
H  -2.1498  2.9579  0.0875  0.400
H  -1.3503  4.1582  0.9448  0.170
H  -0.5704  3.3533  -0.3054  0.104
H  -1.8128  4.4237  -0.6456  0.437
Mg  -0.3064  1.2997  -6.1715  0.416
C  -2.0915  7.8879  6.7065  -0.399
C  -1.2027  8.0864  5.6525  -0.658
C  -1.0797  7.1258  4.6552  -0.173
C  -1.8573  5.9681  4.7208  0.182
C  -2.7437  5.7605  5.7783  -0.285
C  -2.8571  6.7262  6.7722  -0.598
N  -1.7511  4.9661  3.6623  0.992
O  -0.9442  5.1707  2.7506  -0.721
O  -2.4689  3.9808  3.7327  -0.592
H  -2.1886  8.6433  7.4807  0.397
H  -0.6081  8.9930  5.6081  0.391
H  -0.3838  7.2932  3.8400  0.412
H  -3.3483  4.8615  5.8400  0.556
H  -3.5453  6.5764  7.5975  0.400

Atomic forces in eV per Å
1.158 0.332 0.390
-0.590 -0.550 -0.393
0.718 0.326 1.294
-0.631 0.121 -0.573
-0.007 0.286 0.336
-0.051 1.983 -0.732
-0.462 -0.331 0.983
-1.369 -0.049 0.133
-0.075 -1.403 0.481
-0.015 -0.057 0.427
1.332 -3.502 -1.065
-3.358 5.458 -1.119
0.838 -0.344 0.375
0.781 0.703 3.611
-2.192 0.062 -6.577
-0.162 0.214 0.489
-0.171 -1.439 -0.023
2.331 1.305 -1.753
1.975 0.369 1.707
-3.485 -1.865 -2.768
-0.332 -0.190 -0.187
0.896 1.261 0.827
2.875 0.238 2.107
-0.694 3.204 -0.368
0.840 -5.039 -1.783
-3.041 -0.608 3.591
-0.406 0.800 1.612
-0.687 0.666 -1.499
1.483 -0.652 -0.722
-1.664 0.604 -0.843
0.770 -1.355 -0.664
1.504 0.024 0.646
-0.791 -1.606 -0.059
0.623 1.229 -0.785
-1.605 -0.755 -0.297
1.747 0.122 0.734
-0.390 -1.544 0.730
0.471 0.834 -1.407
0.303 0.062 1.688
0.201 -1.246 1.143
-0.086 -0.877 -1.700
1.131 1.593 -0.406
-1.214 0.193 -1.107
1.193 -1.086 0.435
0.846 1.707 0.563
0.224 -0.091 2.024
1.082 0.180 -1.116
-1.001 -1.660 -0.588
-0.694 0.222 1.403
1.740 0.889 0.386
-1.871 0.428 0.758
0.384 -1.648 0.802
2.079 0.355 2.363
-0.806 0.934 1.408
0.922 0.552 -1.121
-0.050 -1.375 0.966
-0.365 1.646 0.377
-0.975 2.119 -2.069
1.420 -1.103 0.605
-0.613 0.916 -1.717
0.829 0.887 0.113
0.475 -0.524 -0.191
-0.437 -0.341 0.108
0.103 -0.012 0.009
-0.158 0.165 -0.094
-0.187 0.154 0.073
0.261 -0.089 0.174
0.083 -0.185 0.066
-0.080 0.160 -0.071
-0.190 0.362 -0.171
-0.160 0.147 -0.142
-0.257 0.095 -0.217
0.027 0.847 0.711
0.270 0.050 -0.258
0.001 0.035 0.381
0.419 -0.475 0.255
-0.035 0.564 0.015
-0.212 0.023 -0.119
0.024 0.057 -0.042
0.166 -0.669 0.116
-0.789 -0.768 -0.383
0.318 0.317 0.177
0.027 -0.117 0.004
0.095 -0.043 0.084
0.181 0.013 0.164
0.031 -0.248 0.005
-0.242 -0.030 -0.112
-0.119 0.023 -0.069
-0.057 0.123 -0.013
-0.024 0.250 -0.004
-0.526 -0.764 1.544
-0.301 -0.239 0.021
-0.502 -0.020 -0.428
0.383 0.290 -0.654
0.518 0.568 -0.261
-0.312 0.634 -0.196
-0.158 -1.007 0.164
-0.124 0.989 -0.201
0.640 -0.279 0.169
0.005 -0.225 -0.072
-0.122 0.028 0.112
0.126 -0.313 0.096
-0.054 -0.072 0.199
0.034 -0.147 -0.160
-0.158 0.118 0.005
-0.013 -0.040 -0.174
0.130 0.273 0.088
0.426 -0.125 -0.458
0.055 0.303 0.315
0.580 -0.229 -0.513
-0.508 0.104 1.518
1.745 0.034 -2.875
-0.724 -0.115 1.265
0.416 -0.168 2.153
-0.215 0.389 -0.702
0.282 -0.022 -0.887
-0.532 -0.211 -0.518
0.038 -0.001 -0.160
-0.121 -0.081 -0.067
0.068 -0.100 0.003
-0.277 -0.010 0.021
-0.236 0.059 0.192
-0.594 0.119 0.055
-0.013 -0.057 -0.234
0.049 0.079 0.080
0.037 0.214 0.625
-0.151 -0.109 0.044
-0.023 -0.065 0.135
-2.220 -1.972 -2.209
-0.006 -0.060 -0.040
-0.103 -0.203 -0.045
0.096 0.102 -0.087
0.070 0.487 0.407
-0.160 -0.167 0.058
0.160 0.032 -0.212
-0.670 -0.304 0.804
-0.177 -0.327 -0.574
0.696 0.636 -0.533
0.022 -0.112 -0.105
-0.061 -0.152 -0.030
-0.139 -0.147 0.081
0.158 0.082 -0.141
0.088 -0.035 -0.142

Results
DFT total energy: -132292.0837 eV
Net charge: +2
HOMO level: -10.683 eV
E_LUMO: -9.5844 eV